The following is a quantum chemistry calculation of a molecular structure, C28H35AsAuN3OP2, from the Open Molecules 2025 dataset.

Results
**Charge**: +2
**LUMO**: -0.2771 hartree
**Energy relative to the best compared isomer or geometry (same formula, charge and spin)**: 0.033 eV
**HOMO**: -13.23 eV
**Kohn-Sham gap**: 0.2089 Ha

Each line ends with the Mulliken charge.
CARTESIAN COORDINATES (ANGSTROEM)
Au: 0.173375 1.023377 -0.526480  -0.032
O: 2.578590 -0.871266 -2.517323  -0.135
C: 2.077378 -1.588184 -1.814607  -0.389
C: 1.487082 -2.514464 -0.961746  0.923
C: 2.294442 -3.571657 -0.504210  -0.647
C: 1.724243 -4.532675 0.301876  -0.867
C: 0.371980 -4.431184 0.624628  -0.729
C: -0.417729 -3.376253 0.154672  -0.699
C: 0.116352 -2.390180 -0.647782  0.609
P: -0.865355 -0.957745 -1.280745  0.983
C: -2.508534 -1.218924 -0.586916  -0.161
C: -2.801989 -0.694783 0.672578  0.310
C: -4.047829 -0.906806 1.239648  -0.686
C: -5.008145 -1.632762 0.546251  -0.573
C: -4.724906 -2.144687 -0.712498  -0.805
C: -3.476344 -1.941591 -1.282813  -0.029
C: -0.951403 -1.341302 -3.053336  0.459
C: -1.251390 -0.283737 -3.912008  -0.627
C: -1.386416 -0.512908 -5.270900  -0.713
C: -1.200187 -1.791562 -5.782782  -0.554
C: -0.890700 -2.845379 -4.935996  -0.751
C: -0.772904 -2.624735 -3.570029  0.090
H: 3.338090 -3.621919 -0.788527  0.563
H: 2.320153 -5.355495 0.669541  0.470
H: -0.081258 -5.190755 1.248522  0.492
H: -1.466097 -3.326652 0.420008  0.552
H: -2.057569 -0.112056 1.204042  -0.108
H: -4.276892 -0.497813 2.214516  0.463
H: -5.984139 -1.790570 0.984982  0.418
H: -5.477662 -2.699713 -1.255526  0.448
H: -3.265076 -2.336573 -2.268477  0.428
H: -1.375881 0.715953 -3.510609  0.397
H: -1.630388 0.305629 -5.934539  0.453
H: -1.296911 -1.967470 -6.845573  0.432
H: -0.752056 -3.840719 -5.335856  0.455
H: -0.564496 -3.461351 -2.913781  0.465
C: 2.567355 0.174827 4.274764  -0.960
N: 2.703286 1.512880 3.698354  0.170
C: 1.746306 2.406625 4.351960  -0.934
N: 0.364819 1.934758 4.274489  0.169
C: 0.294911 0.584461 4.834074  -0.971
N: 1.208220 -0.361653 4.189145  0.148
C: 0.817830 -0.652792 2.819159  -1.014
P: 0.837370 0.883212 1.771633  1.588
C: 2.529641 1.488465 2.256867  -1.013
C: -0.151113 1.974587 2.917575  -0.964
H: 2.840816 0.229242 5.328538  0.316
H: 3.259032 -0.505715 3.774072  0.382
H: 1.814764 3.400127 3.905469  0.398
H: 2.020776 2.482788 5.404084  0.299
H: -0.728499 0.213133 4.754539  0.397
H: 0.561101 0.638670 5.889703  0.309
H: -0.186902 -1.084725 2.800827  0.427
H: 1.503482 -1.389246 2.387831  0.420
H: 2.682357 2.486701 1.837521  0.403
H: 3.282828 0.830537 1.814461  0.430
H: -1.190831 1.636895 2.915618  0.424
H: -0.142741 2.997144 2.532324  0.368
C: 0.441426 4.767350 -0.282793  -1.120
As: 0.783405 3.257123 -1.437978  0.269
C: 2.667912 3.433948 -1.827731  -1.087
C: -0.051242 3.784412 -3.099607  -1.127
H: 0.671260 5.685223 -0.822153  0.416
H: 1.070909 4.707725 0.604287  0.317
H: -0.604065 4.777501 0.019300  0.377
H: 2.858440 4.412529 -2.266081  0.415
H: 2.967651 2.659741 -2.532041  0.351
H: 3.250579 3.330815 -0.913567  0.340
H: 0.314313 4.758978 -3.420398  0.429
H: -1.130164 3.832187 -2.960740  0.377
H: 0.175314 3.040430 -3.861681  0.346

Force components x, y, z for each atom (eV/Å):
Au 0.07 0.01 0.07
O 0.04 -0.01 0.08
C -0.05 -0.01 -0.13
C 0.10 0.03 -0.05
C 0.20 -0.09 0.00
C -0.11 0.08 -0.02
C 0.05 0.09 -0.07
C 0.00 -0.09 0.14
C -0.30 0.12 -0.05
P -0.06 -0.13 -0.24
C 0.00 -0.06 -0.06
C 0.01 0.03 0.01
C 0.00 0.00 -0.01
C 0.00 0.00 -0.01
C 0.02 0.00 -0.01
C -0.02 -0.02 0.03
C 0.07 0.06 0.13
C 0.05 0.00 0.00
C 0.00 0.00 -0.04
C -0.01 0.04 -0.01
C 0.01 0.00 0.08
C -0.06 -0.03 -0.02
H -0.01 -0.03 0.02
H 0.00 0.00 0.00
H -0.01 0.00 0.00
H 0.01 -0.03 0.01
H 0.01 0.00 0.00
H 0.00 0.00 0.00
H 0.00 0.00 0.00
H -0.01 0.00 0.00
H 0.00 0.01 0.00
H -0.01 0.00 -0.01
H 0.00 0.00 0.00
H 0.00 0.01 0.00
H 0.00 0.00 0.01
H 0.01 -0.02 -0.01
C 0.03 0.00 -0.02
N -0.04 -0.05 0.03
C 0.02 0.05 -0.01
N 0.01 -0.08 0.00
C -0.03 0.00 0.00
N 0.00 -0.01 0.06
C 0.00 0.11 -0.13
P 0.16 0.22 0.56
C -0.06 -0.08 -0.10
C 0.00 -0.13 -0.10
H 0.01 0.00 0.00
H 0.00 0.00 0.01
H 0.01 0.00 0.01
H 0.00 0.01 0.00
H 0.01 0.00 0.01
H -0.01 0.01 0.00
H 0.00 -0.02 0.02
H 0.00 -0.01 0.01
H -0.01 0.01 0.04
H 0.00 0.02 -0.03
H -0.02 0.03 -0.02
H 0.04 0.00 0.03
C -0.01 0.03 0.04
As -0.12 -0.08 -0.23
C 0.05 0.00 -0.01
C -0.03 0.02 -0.02
H 0.00 0.01 0.02
H 0.00 -0.02 -0.01
H 0.00 0.00 -0.01
H 0.00 0.00 0.00
H 0.01 0.02 -0.01
H -0.02 -0.01 0.00
H 0.02 -0.01 0.01
H 0.00 0.00 0.00
H 0.01 0.01 -0.01


The following is a quantum chemistry calculation of a single C5H13N3 molecule in a non-equilibrium geometry, from the Open Molecules 2025 dataset.

Results
**LUMO (spin up / spin down)**: -0.0032 / 0.0083 hartree
**Energy relative to the best compared isomer or geometry (same formula, charge and spin)**: 4.956 eV
**HOMO (spin up / spin down)**: -7.75 / -7.96 eV
**Kohn-Sham gap (spin up / spin down)**: 0.2817 / 0.3009 Ha

Each line ends with the Mulliken charge.
CARTESIAN COORDINATES (ANGSTROEM)
C: -0.111802 -1.016498 -0.031608  0.020
C: 1.668601 0.623102 -0.286646  -0.268
C: -2.234132 0.121680 0.946577  -0.866
C: -1.799907 0.340513 -1.471196  -0.947
C: 3.005495 0.266760 0.387388  -1.172
N: 0.587328 0.087384 0.505371  -0.306
N: -1.406964 -0.196526 -0.191132  0.145
N: 0.165854 -1.870415 0.991250  -0.751
H: -0.162468 -1.520423 1.891370  0.302
H: 0.167496 -1.363778 -1.032658  0.526
H: 1.559526 1.713330 -0.316865  0.295
H: 1.676271 0.255556 -1.320626  0.283
H: -3.263813 -0.194804 0.748515  0.316
H: -1.108105 0.025512 -2.251950  0.304
H: -1.892715 -0.410286 1.831394  0.232
H: -2.222620 1.199132 1.148381  0.277
H: -1.834551 1.433977 -1.450640  0.270
H: -2.794472 -0.030531 -1.737041  0.340
H: 3.831079 0.668032 -0.205828  0.380
H: 3.051204 0.682651 1.393402  0.307
H: 3.118695 -0.814369 0.452542  0.313

Force components x, y, z for each atom (eV/Å):
C -1.88 3.74 -0.67
C 0.55 -0.21 0.22
C 0.09 -0.03 -0.45
C -0.05 -0.40 0.36
C 0.00 0.20 -0.27
N 1.41 0.23 -0.16
N 0.17 -1.83 -0.12
N 0.26 -1.78 0.94
H -0.22 0.09 -0.26
H -0.02 -0.13 0.18
H -0.03 -0.08 0.08
H -0.08 -0.02 0.02
H -0.09 0.08 0.10
H 0.07 0.01 0.04
H 0.06 0.06 0.02
H -0.07 -0.07 0.10
H 0.02 0.05 -0.04
H -0.12 0.10 -0.17
H 0.00 -0.01 0.09
H -0.02 -0.01 -0.03
H -0.04 -0.01 0.01


The following is a quantum chemistry calculation of a molecular structure, C27H37IrN6O5PTe in a non-equilibrium geometry, from the Open Molecules 2025 dataset.

Results
**Charge**: +2
**LUMO (spin up / spin down)**: -0.1878 / -0.2919 hartree
**Spin multiplicity**: 6
**Energy relative to the best compared isomer or geometry (same formula, charge and spin)**: 1.133 eV
**Expectation value of S²**: 8.77
**HOMO (spin up / spin down)**: -11.97 / -12.44 eV
**Kohn-Sham gap (spin up / spin down)**: 0.2522 / 0.1651 Ha

Each line ends with the Mulliken charge.
CARTESIAN COORDINATES (ANGSTROEM)
Ir: 0.429523 0.058630 -0.132087  4.520
C: -1.217316 1.532220 2.025484  -0.787
C: -2.593018 1.454650 1.366676  -1.240
C: -2.770060 0.989606 -0.067765  0.569
C: -4.057982 1.052718 -0.592012  -1.232
C: -4.292382 0.692627 -1.904872  -0.531
C: -3.221365 0.290998 -2.691692  -1.067
C: -1.973632 0.250972 -2.116569  -0.443
N: -1.744601 0.583060 -0.829318  0.184
N: -0.102079 2.018449 1.177148  0.060
C: -0.398945 3.160736 0.309703  -1.022
C: 0.528430 3.184357 -0.887411  0.527
C: 0.862171 4.373389 -1.513391  -1.169
C: 1.659231 4.342597 -2.647026  -0.429
C: 2.106326 3.119000 -3.123830  -1.002
C: 1.741217 1.976351 -2.440221  -0.253
N: 0.973083 2.006978 -1.340470  0.173
C: 1.068123 2.323939 2.004109  -1.393
C: 1.707620 1.087631 2.575963  0.759
C: 2.366289 1.104186 3.794411  -1.228
C: 2.984051 -0.054062 4.237949  -0.521
C: 2.914158 -1.200325 3.457721  -1.042
C: 2.234763 -1.137661 2.259668  -0.099
N: 1.651792 -0.015073 1.826238  0.203
H: -0.933896 0.544459 2.384015  0.261
H: -1.323550 2.178512 2.904984  0.416
H: -3.082922 2.427538 1.433789  0.484
H: -3.184571 0.788910 2.000330  0.721
H: -4.868392 1.394866 0.039075  0.560
H: -5.295204 0.733389 -2.313322  0.465
H: -3.349155 0.010015 -3.728937  0.501
H: -1.113230 -0.061275 -2.694189  0.428
H: -0.320734 4.105707 0.851684  0.517
H: -1.420372 3.086096 -0.055501  0.535
H: 0.492790 5.312936 -1.119317  0.542
H: 1.928888 5.262002 -3.152710  0.460
H: 2.723923 3.049017 -4.010686  0.465
H: 2.058383 0.996287 -2.775873  0.425
H: 0.801165 3.013189 2.810519  0.491
H: 1.804859 2.831249 1.376831  0.467
H: 2.390388 2.012609 4.385051  0.547
H: 3.509651 -0.061718 5.185949  0.446
H: 3.376974 -2.124392 3.778568  0.504
H: 2.139833 -2.004336 1.613748  0.368
C: 3.954980 -2.556947 -1.396302  -1.787
C: 2.640112 -1.859149 -1.232329  0.274
N: 2.520083 -0.656614 -0.808077  0.530
O: 3.701490 -0.047583 -0.477627  -0.513
C: 1.380684 -2.526363 -1.613281  0.423
C: 1.380371 -3.883506 -2.241252  -2.036
N: 0.304217 -1.834995 -1.429645  0.717
O: -0.844436 -2.294358 -1.832507  -0.797
H: 4.748121 -2.029754 -0.880114  0.494
H: 4.216567 -2.615898 -2.456686  0.349
H: 3.894560 -3.578967 -1.022719  0.379
H: 3.451758 0.871014 -0.317425  0.368
H: 1.857487 -4.620617 -1.592756  0.372
H: 1.936687 -3.871249 -3.182528  0.477
H: 0.364536 -4.197486 -2.450000  0.342
C: -3.920336 -2.234351 4.492863  -1.198
C: -3.744100 -2.936229 3.169258  -0.157
O: -2.848109 -2.129220 2.327081  -0.077
P: -1.633370 -2.644875 1.489267  0.102
O: -0.669534 -1.540811 1.230399  -0.978
Te: -2.487587 -3.638827 -0.575818  0.129
O: -1.059719 -3.831234 2.358990  -0.308
C: 0.083957 -4.610634 1.891970  0.268
C: -0.182356 -6.074822 2.135147  -1.415
H: -4.619104 -2.797075 5.114646  0.416
H: -4.322636 -1.231456 4.342091  0.276
H: -2.966861 -2.160713 5.018627  0.293
H: -4.685228 -3.020357 2.633493  0.314
H: -3.315783 -3.926702 3.295837  0.288
H: 0.954656 -4.263123 2.448342  0.126
H: 0.259277 -4.417687 0.827309  0.128
H: -0.288905 -6.277107 3.201937  0.343
H: 0.650519 -6.666568 1.749148  0.400
H: -1.097455 -6.388007 1.628890  0.316

Force components x, y, z for each atom (eV/Å):
Ir 0.02 -0.08 0.23
C -0.18 0.05 0.03
C 0.08 -0.07 -0.12
C -0.04 -0.01 0.16
C 0.04 0.00 0.02
C -0.01 -0.02 -0.03
C -0.06 0.03 -0.02
C 0.11 0.02 -0.03
N 0.14 -0.25 -0.12
N -0.23 -0.33 -0.08
C 0.07 -0.05 -0.10
C -0.13 0.04 0.17
C -0.04 0.07 -0.02
C 0.00 0.05 0.00
C 0.00 -0.04 -0.04
C 0.00 -0.04 -0.09
N 0.16 -0.32 -0.05
C 0.16 -0.10 0.02
C -0.03 0.05 0.08
C -0.02 0.01 0.03
C 0.02 0.04 0.06
C 0.00 0.03 0.06
C -0.03 -0.16 -0.16
N 0.03 0.14 -0.16
H 0.06 -0.03 0.01
H 0.04 0.04 -0.03
H -0.02 0.04 -0.01
H -0.02 0.00 -0.01
H 0.02 -0.03 0.00
H 0.06 0.00 0.03
H 0.02 0.02 0.07
H -0.08 0.03 0.06
H -0.01 0.06 0.06
H -0.04 -0.02 -0.02
H 0.03 -0.06 -0.01
H -0.02 -0.04 0.04
H -0.05 -0.01 0.08
H 0.01 0.01 0.05
H -0.02 0.03 0.01
H 0.04 0.06 -0.04
H 0.00 -0.06 -0.05
H -0.04 -0.02 -0.07
H -0.04 0.04 -0.06
H 0.00 0.07 0.06
C -0.09 0.08 0.00
C -0.25 -0.48 -0.31
N -0.37 -0.20 0.02
O 0.27 0.48 0.26
C 0.61 -0.20 0.03
C 0.14 0.08 -0.11
N -1.06 0.08 -0.11
O 0.91 0.76 -0.02
H 0.04 0.01 0.02
H -0.06 0.00 0.04
H -0.06 0.03 -0.03
H 0.19 0.06 0.02
H -0.01 0.02 0.01
H 0.00 -0.02 0.04
H -0.06 0.01 0.04
C 0.10 0.05 -0.07
C 0.08 0.06 -0.02
O -0.03 0.21 0.52
P -0.96 -1.10 -1.06
O 0.66 0.81 -0.03
Te -0.22 -0.13 0.62
O 0.45 0.07 0.13
C -0.06 -0.01 0.00
C -0.09 0.01 0.06
H 0.04 0.03 -0.04
H -0.01 -0.04 0.05
H -0.07 -0.01 0.00
H -0.02 0.02 -0.12
H 0.06 -0.03 -0.03
H -0.03 0.05 0.07
H -0.17 0.06 0.04
H 0.01 0.00 -0.06
H -0.05 0.02 0.04
H 0.09 0.03 -0.02